Molecular formula: C20H19N7OS
Method: DFT, wB97M-V/def2-TZVPD

## Properties
* SMILES string: Cc1cc(NC(=O)CSc2nnc(-c3ccncc3)n2C)n(-c2ccccc2)n1
* frontier orbital gap: 8.26 eV
* energy above the lowest of the compared OMol25 structures with the same formula, charge and spin: 0.0 kJ/mol
* LUMO energy: 0.08 eV

Geometry (Å):
H1 5.2377 1.5518 3.1669
H2 -3.6075 -1.2125 2.2154
H3 0.5602 2.7098 1.1555
C1 5.1890 2.0993 2.2267
N1 3.1499 2.1452 0.8675
C2 -2.1235 -1.0181 -0.1371
H4 -1.8540 -4.2132 0.8310
C3 -3.9204 0.5475 -0.6615
C4 1.0980 1.4534 -1.9346
C5 -0.4388 -2.3440 -0.3400
C6 -2.2420 -3.2372 1.1250
H5 -0.2165 1.6699 -3.5992
H6 6.1783 2.0799 1.7723
H7 -5.5555 1.9100 -0.9708
C7 1.9616 -3.2236 -1.2904
H8 4.8951 -0.6253 1.0118
C8 0.3669 2.4797 0.1192
C9 1.3044 1.7367 -0.5889
H9 1.5444 -0.8028 -1.0313
H10 2.4849 -4.1523 -1.5141
H11 -5.7130 0.0194 2.6316
C10 -0.9989 2.6167 -1.8469
H12 -3.3236 -3.2223 0.9950
H13 -1.8983 2.9592 -2.3366
H14 -3.4266 0.7319 -1.6010
H15 1.4993 -2.8067 -2.1832
H16 -1.5145 3.4840 0.0413
C11 -3.3647 -0.3674 0.2358
C12 -5.1788 0.1430 1.6986
N2 -0.2184 -1.2892 -1.0899
S1 0.6184 -3.7051 -0.1528
N3 2.4834 -0.9717 -0.6527
C13 -5.0893 1.1952 -0.3059
C14 -4.0092 -0.5614 1.4561
C15 3.0711 0.0856 0.0239
N4 -1.2681 -0.4759 -0.9640
N5 2.4690 1.3084 0.0677
C16 -0.0567 1.8920 -2.5550
H17 -1.9946 -3.0688 2.1755
C17 -0.7825 2.9142 -0.5119
O1 3.9715 -2.6209 -0.1290
C18 2.9301 -2.2500 -0.6190
C19 4.1930 1.4755 1.3170
N6 -1.6406 -2.2348 0.2926
C20 4.1931 0.1572 0.8194
H18 4.9046 3.1288 2.4240
H19 1.8465 0.9148 -2.4967
N7 -5.7143 0.9939 0.8431

Molecular formula: C20H20BBrF14NO13PS
Method: DFT, wB97M-V/def2-TZVPD

## Properties
* frontier orbital gap: 7.00 eV
* LUMO energy: -1.54 eV

Geometry (Å):
C1 0.9481 -1.0483 0.0402
H1 -0.9601 -3.0500 -2.9624
F1 1.7060 3.6945 -6.3338
C2 -1.2868 1.6831 -3.6309
O1 -1.7513 1.0599 -0.0084
C3 -0.2902 -3.1347 -0.8939
C4 -0.6516 1.0960 -4.9458
F2 -1.7012 0.6018 -5.6422
N1 0.3935 0.3487 0.1295
C5 2.4407 -1.3049 6.0806
H2 -1.2283 -0.0608 2.1076
O2 -0.3713 3.0533 -1.5181
H3 1.0625 1.1085 -0.0554
S1 -0.1688 1.7543 -2.0939
C6 0.2947 -1.7484 -1.1917
H4 -3.8368 -0.1703 -1.6198
O3 2.5831 1.1301 8.4048
C7 -4.0451 0.4052 -0.7167
F3 2.9964 -2.1529 -0.5004
H5 -0.5011 -4.6527 -2.4018
C8 3.4271 0.0038 0.1164
F4 -2.3683 0.9483 -3.3140
H6 -1.9009 -1.2956 -1.0244
O4 0.0362 -1.2354 5.6209
O5 1.1484 1.3089 -2.4448
H7 -3.6703 -0.1335 1.3880
F5 2.6420 -1.6469 1.5917
P1 -0.0891 0.7204 1.8988
F6 3.0216 1.0887 0.7954
O6 3.7848 4.0036 6.8834
H8 -3.7204 -1.5229 0.2767
H9 -2.9292 -4.5930 -2.6424
H10 -0.3839 2.0832 1.9023
C9 -0.7952 0.5278 -0.8296
C10 -1.0132 -3.7377 -2.1164
C11 -4.1470 -0.5405 0.4969
F7 -0.8466 2.9396 -6.4011
O7 3.2443 -0.4047 6.6192
C12 -2.4702 -4.0807 -1.7961
C13 3.3433 2.9225 7.1402
H11 -2.5141 -4.7630 -0.9451
H12 -3.3932 2.1918 0.2577
O8 3.2928 2.9133 9.5866
H13 -1.1117 -0.8424 -2.5207
O9 1.0406 0.3507 2.7455
C14 1.0189 -0.7030 6.0606
F8 0.9509 3.5908 -4.3069
F9 0.1652 0.0790 -4.6395
F10 2.2604 2.0408 -5.0644
H14 1.7849 -1.1378 -2.3339
C15 3.0843 2.3513 8.5535
F11 4.6479 -0.2954 0.4634
F12 -1.6749 2.9392 -3.8221
H15 -0.9761 -3.0415 -0.0497
C16 2.4919 -1.2189 0.3422
H16 -3.0629 -3.1884 -1.5779
C17 0.0663 2.0838 -5.9207
F13 0.5280 1.3092 -6.9274
Br1 1.0538 -4.3951 -0.2425
O10 2.9778 1.9961 6.2627
O11 2.7477 -2.3823 5.6580
O12 1.0812 0.5055 6.5817
F14 3.4014 0.3093 -1.1865
C18 -3.0285 1.5160 -0.5188
H17 0.4891 -1.5738 0.8865
B1 2.4776 0.8081 6.9761
H18 -5.1946 -0.7283 0.7377
O13 1.0455 -1.7566 -2.3687
C19 1.2886 2.8773 -5.3872
C20 -1.0028 -0.8405 -1.4393
H19 -5.0057 0.9058 -0.8632
H20 -2.8758 2.1307 -1.4060

Molecular formula: C20H20BrN3O5OsS2
Method: DFT, wB97M-V/def2-TZVPD

## Properties
* spin multiplicity: 5
* frontier orbital gap (alpha / beta): 7.84 / 5.45 eV
* expectation value of S²: 6.06
* energy above the lowest of the compared OMol25 structures with the same formula, charge and spin: 168.5 kJ/mol
* LUMO energy (alpha / beta): -0.76 / -3.05 eV

Geometry (Å):
C1 -3.9884 -1.8591 -0.1176
H1 2.4943 -2.6764 -0.1839
O1 2.0026 -0.7399 2.4859
C2 0.4125 4.9034 -0.9181
H2 1.6797 -0.4047 -1.6483
C3 0.3187 3.5335 -0.7661
H3 1.0497 -2.5913 -1.0239
N1 1.7924 -2.0550 -0.5815
O2 0.5518 0.7489 -0.2362
O3 0.1904 -1.1992 4.0056
H4 4.6467 -2.5490 -0.7327
O4 -0.3911 1.0146 1.7125
C4 0.1435 3.7948 1.6252
H5 -6.9577 -0.2776 0.3354
C5 3.9155 -0.0788 0.0909
H6 3.2102 1.2440 -2.1646
C6 -8.1192 -2.5458 -0.3810
N2 2.3475 -1.1631 -1.5095
H7 0.5138 5.3450 -1.8976
H8 -4.5237 0.1173 0.5180
C7 -6.2554 -1.0597 0.0865
C8 0.0999 1.5029 0.6641
C9 -4.4676 -3.1056 -0.5447
N3 -9.2510 -2.7230 -0.4223
H9 3.7266 0.0395 -3.3552
C10 4.7070 -1.8102 -1.5304
H10 4.9143 0.8181 -2.3024
C11 3.7077 -0.6676 -1.3064
C12 -2.6136 -1.6531 0.1051
C13 -1.4420 -1.5164 0.4427
C14 3.9024 0.4283 -2.3560
H11 0.0583 3.3425 2.6013
H12 -6.1980 -4.2891 -0.9671
O5 2.4290 -2.1433 4.4554
H13 3.6894 -0.8112 0.8596
C15 -6.7266 -2.3130 -0.3188
Os1 0.2111 -1.1193 1.4181
H14 -3.7596 -3.8877 -0.7703
H15 5.7159 -1.4023 -1.5354
H16 0.2325 5.8058 2.3513
H17 4.9460 0.2416 0.2160
C16 0.1690 2.9759 0.5006
C17 0.2466 5.1655 1.4827
H18 4.5316 -2.3010 -2.4860
C18 0.3711 5.7071 0.2118
S1 1.4723 -1.6570 3.5208
C19 -5.8229 -3.3287 -0.6463
C20 -4.9003 -0.8361 0.1826
Br1 0.5317 7.5910 0.0126
H19 3.2654 0.7786 0.2345
S2 0.8702 -3.2106 2.2056
H20 0.3493 2.8770 -1.6202

Molecular formula: C20H20CaCl5GeINO3PS2
Method: DFT, wB97M-V/def2-TZVPD

## Properties
* frontier orbital gap: 5.39 eV
* total charge: -2
* energy above the lowest of the compared OMol25 structures with the same formula, charge and spin: 163.8 kJ/mol
* LUMO energy: 3.74 eV

Geometry (Å):
Cl1 -3.8885 4.4520 -1.1330
H1 -3.5917 -0.3790 -4.5198
C1 -0.7759 1.1088 3.8293
N1 -0.4004 0.2749 2.8875
C2 0.3136 2.7529 -3.5444
H2 1.3416 0.2696 6.3342
S1 -2.5997 1.0370 -1.0792
C3 3.3232 -4.6793 -3.6152
P1 -0.9658 0.5129 -2.5538
H3 -1.5710 1.7949 3.5741
C4 0.9673 -5.0698 -3.2859
C5 0.9452 -1.5054 2.0498
C6 2.6666 -2.4372 3.5569
H4 -2.4287 -1.8839 -6.1655
C7 2.3246 -1.5673 4.5576
Cl2 2.4536 -7.2034 -4.0745
Cl3 3.1875 -1.6322 6.0770
H5 3.9980 -2.6881 -3.2142
C8 0.6100 -0.5933 3.1290
C9 0.8538 0.2769 5.3689
H6 0.9336 -1.3639 -1.6870
H7 -2.0918 -0.1659 -6.4863
H8 2.6260 -1.0047 -2.0981
H9 0.0796 4.1057 -5.2022
H10 -2.4259 -1.4392 -3.7174
O1 -0.5090 2.0728 -2.5958
C10 -0.5545 3.5327 -4.5200
H11 -1.2078 4.2207 -3.9797
C11 -0.1729 1.1360 5.0972
C12 -1.9452 -0.9834 -5.7767
H12 0.9376 3.4291 -2.9553
H13 3.4599 -3.1559 3.7079
H14 0.9575 2.0447 -4.0587
C13 2.2292 -5.5260 -3.6293
O2 0.3112 -1.4945 0.9403
C14 1.9845 -2.4022 2.3441
C15 1.2863 -0.6300 4.3785
Ca1 -0.6100 0.3708 0.5003
C16 0.8122 -3.7474 -2.9052
Ge1 -1.9232 3.3033 -0.5149
O3 -1.9158 0.5656 -3.8983
I1 2.4980 -3.7580 0.8244
C17 -2.5259 -0.6051 -4.4229
H15 -0.1704 -3.3775 -2.6360
H16 -0.8767 -1.1612 -5.6690
H17 -0.5168 1.8428 5.8403
Cl4 -2.6341 2.9972 1.6950
C18 3.1466 -3.3581 -3.2302
C19 1.6993 -1.4455 -2.4638
H18 0.1190 -5.7407 -3.3219
C20 1.8952 -2.8715 -2.8617
H19 -1.1760 2.8455 -5.0923
H20 4.2974 -5.0496 -3.9068
Cl5 1.1069 2.1864 0.3292
S2 1.1212 -0.4992 -3.9069

Molecular formula: C20H20Cl2IN6OPt
Method: DFT, wB97M-V/def2-TZVPD

## Properties
* frontier orbital gap: 3.96 eV
* total charge: +3
* energy above the lowest of the compared OMol25 structures with the same formula, charge and spin: 174.5 kJ/mol
* LUMO energy: -12.80 eV

Geometry (Å):
H1 2.9016 0.4529 0.4493
C1 3.3380 -3.0186 -1.7405
C2 0.6063 -0.5403 3.1697
C3 4.5010 -1.4890 -0.3155
C4 -0.5067 -2.7206 3.7225
N1 1.7204 -0.9814 -0.5935
H2 2.4253 -1.8135 1.2211
Cl1 -0.4041 -3.6602 6.2438
H3 -3.1028 -0.8466 0.3423
N2 2.8426 -1.9006 -2.5467
H4 0.8716 -1.2565 6.5701
Cl2 -5.6860 0.2857 0.5056
C5 3.8178 -0.8056 -2.5008
C6 2.2890 -2.1512 0.1911
C7 -1.2465 -2.9526 1.1076
H5 5.4511 -1.8310 -0.7202
H6 4.2864 -3.3614 -2.1485
C8 -1.2225 -3.8497 3.3186
H7 1.2254 -0.6030 -2.6325
H8 -2.5691 3.9940 0.8291
H9 4.7665 -1.1547 -2.9028
C9 -2.7211 2.9277 0.7387
I1 1.9296 1.2961 5.1926
C10 0.9494 -0.3735 4.6295
H10 3.4676 0.0284 -3.1096
H11 4.6574 -1.1672 0.7156
N3 4.0168 -0.3602 -1.1144
C11 1.5837 -1.4492 -2.0413
C12 2.7782 0.1183 -0.5828
H12 2.4065 0.9425 -1.1985
H13 2.6250 -3.8435 -1.7767
H14 -4.8725 3.0296 0.7384
H15 -0.6188 2.4579 0.7438
H16 -2.1515 -4.8177 1.6369
N4 3.5356 -2.5967 -0.3449
H17 -1.4800 -4.6257 4.0276
Pt1 -0.0339 -0.2213 0.1224
N5 -1.7849 0.7494 0.5353
C13 -1.6337 2.0802 0.6757
C14 -4.1462 1.0156 0.5677
N6 -0.5582 -1.8671 1.4912
C15 -3.9987 2.3929 0.6873
H18 0.8454 -2.2532 -2.0647
C16 -3.0154 0.2216 0.4839
O1 0.9774 0.2451 2.3340
C17 0.6116 -1.3533 5.5237
H19 1.5524 -2.9567 0.1505
C18 -1.5959 -3.9604 1.9922
H20 -1.5213 -3.0129 0.0626
C19 -0.0717 -2.5069 5.1067
C20 -0.1946 -1.7513 2.7707

Which electronic energy belongs to each record? In order, -1630.2741 -6543.6460 -4775.5132 -7545.9392 -2514.2159 a.u..
Which M belongs to each record? In order, 405.49 902.10 716.66 834.35 753.31 g mol⁻¹.